[1]
{
  "formula": "C14H28O14S3",
  "method": "wB97M-V/def2-TZVPD",
  "homo_energy_ev": [-11.473, -11.473],
  "total_charge": 1,
  "multiplicity": 2,
  "energy_ha": -2797.57105,
  "orbital_gap_ha": [0.315, 0.090],
  "species": ["C", "C", "C", "O", "C", "H", "H", "H", "H", "H", "H", "H", "H", "C", "C", "C", "O", "C", "H", "H", "H", "H", "H", "H", "H", "H", "C", "C", "O", "S", "O", "O", "O", "H", "H", "H", "H", "C", "C", "O", "S", "O", "O", "O", "H", "H", "H", "H", "C", "C", "O", "S", "O", "O", "O", "H", "H", "H", "H"],
  "positions_angstrom": [[0.1922, -4.4319, -26.8272], [1.1062, -3.1750, -26.6022], [1.7984, -2.9006, -27.9081], [1.4596, -3.9764, -28.6884], [0.2856, -4.5721, -28.3336], [-0.8777, -4.4511, -26.6198], [0.7192, -5.2618, -26.3564], [1.8374, -3.2539, -25.7978], [0.5548, -2.2432, -26.4763], [2.8378, -3.0235, -27.6036], [1.7277, -1.8745, -28.2688], [0.3883, -5.5389, -28.8265], [-0.4960, -4.0878, -28.9190], [1.3064, 0.3810, -24.6731], [2.6492, -0.1964, -25.1120], [3.5749, 0.9622, -24.6208], [2.8917, 2.1709, -25.0488], [1.5262, 1.8988, -25.1472], [1.0754, 0.3382, -23.6087], [0.4579, 0.1252, -25.3077], [2.6646, -0.3454, -26.1917], [2.6546, -1.1021, -24.5056], [4.6210, 0.8166, -24.8905], [3.5825, 1.0380, -23.5335], [1.2445, 2.1231, -26.1760], [0.9600, 2.5543, -24.4855], [-2.1498, -6.5036, -19.9664], [-1.1501, -5.3360, -20.1285], [-1.5691, -4.2682, -19.2120], [-3.1418, -4.4637, -18.6089], [-4.0802, -3.4513, -19.1522], [-3.0981, -4.6202, -17.1572], [-3.3418, -5.8640, -19.5260], [-1.8984, -7.3978, -19.3961], [-2.3042, -6.9245, -20.9599], [-1.2828, -5.0398, -21.1691], [-0.1322, -5.6255, -19.8677], [-1.3803, 2.1542, -16.1010], [-0.6271, 2.6408, -17.3424], [-1.2534, 1.8692, -18.4055], [-1.9941, 0.4894, -17.8794], [-1.1521, -0.7266, -18.1031], [-3.3533, 0.5067, -18.3608], [-2.0058, 0.9240, -16.3065], [-2.0269, 3.0006, -15.8693], [-0.7813, 1.8866, -15.2306], [0.4191, 2.3872, -17.1714], [-0.6124, 3.6958, -17.6159], [-2.5076, -1.8924, -21.3564], [-1.3650, -0.8896, -21.4660], [-0.7300, -1.1634, -22.5945], [-1.5307, -2.2878, -23.6040], [-0.6918, -3.4600, -23.5640], [-1.9168, -1.8742, -24.9568], [-2.8128, -2.2250, -22.6214], [-3.2993, -1.4142, -20.7796], [-2.2108, -2.8541, -20.9379], [-0.6641, -0.8587, -20.6318], [-1.7451, 0.1289, -21.5439]]
}


[2]
{
  "formula": "C14H28O6Si",
  "method": "wB97M-V/def2-TZVPD",
  "homo_energy_ev": -9.271,
  "energy_ha": -1291.14339,
  "orbital_gap_ha": 0.358,
  "species": ["C", "C", "C", "C", "O", "O", "C", "C", "C", "Si", "C", "O", "C", "C", "O", "C", "O", "C", "C", "O", "C", "H", "H", "H", "H", "H", "H", "H", "H", "H", "H", "H", "H", "H", "H", "H", "H", "H", "H", "H", "H", "H", "H", "H", "H", "H", "H", "H", "H"],
  "positions_angstrom": [[5.5702, -0.1640, 2.5336], [5.1028, -0.5553, 1.3525], [6.0829, -1.1833, 0.3919], [3.7181, -1.1198, 1.2256], [3.2744, -1.6521, 0.2461], [2.9931, -0.9551, 2.3864], [1.7983, -1.7239, 2.4321], [0.6126, -0.9126, 1.9927], [0.7509, -0.4859, 0.5210], [-0.7403, -0.4010, -0.5902], [-0.6563, -1.4211, -2.2030], [-1.1673, 1.2372, -0.8523], [-0.2851, 1.9384, -1.6806], [-1.0659, 2.8651, -2.5917], [-1.9469, 2.0716, -3.2991], [-3.2976, 2.2861, -3.1606], [-2.0295, -1.0122, 0.2657], [-3.3056, -0.9249, -0.2253], [-4.2964, -0.9554, 0.9023], [-3.8980, -0.1829, 1.9866], [-3.4993, 1.1416, 1.6963], [4.8281, -0.0543, 3.3164], [6.6084, -0.1581, 2.7503], [6.9070, -1.7685, 0.8668], [6.6267, -0.4300, -0.2282], [5.5873, -1.6838, -0.4559], [1.9615, -2.6590, 1.9068], [1.7322, -1.9403, 3.4905], [0.6277, 0.0509, 2.5377], [-0.3841, -1.4118, 2.1995], [1.3144, -1.2958, 0.0103], [1.4001, 0.4118, 0.5154], [-1.3137, -1.0206, -2.9498], [0.2903, -1.7893, -2.6340], [-0.9721, -2.3834, -1.8781], [0.3654, 1.2840, -2.2311], [0.3259, 2.5819, -0.9906], [-0.4236, 3.4512, -3.2454], [-1.6905, 3.6067, -2.0662], [-3.9010, 1.3537, -3.2791], [-3.4633, 2.7571, -2.1972], [-3.5982, 3.0713, -3.8580], [-3.2959, 0.0275, -0.8156], [-3.4071, -1.8467, -0.8011], [-5.2915, -0.5205, 0.5747], [-4.3917, -1.9747, 1.2562], [-2.4682, 1.3146, 1.5158], [-3.9050, 1.4784, 0.7433], [-3.7841, 1.6573, 2.6165]]
}


[3]
{
  "formula": "C14H29BClN3O7",
  "method": "wB97M-V/def2-TZVPD",
  "homo_energy_ev": -9.132,
  "energy_ha": -1726.62761,
  "orbital_gap_ha": 0.327,
  "species": ["C", "C", "N", "C", "C", "C", "C", "C", "O", "C", "C", "O", "N", "C", "C", "C", "B", "O", "N", "C", "C", "H", "H", "H", "H", "H", "H", "H", "H", "H", "H", "H", "H", "H", "H", "H", "H", "H", "H", "H", "H", "H", "H", "H", "H", "H", "H", "H", "H", "H", "O", "Cl", "O", "O", "O"],
  "positions_angstrom": [[0.8695, 0.6541, 3.5616], [1.2443, 1.5300, 2.3652], [0.3965, 1.3135, 1.1690], [1.0644, 1.0179, -0.0586], [0.0629, 1.0822, -1.2178], [-1.0752, 0.0586, -1.1198], [-2.4217, 0.6725, -0.7309], [-3.3402, -0.3794, -0.1527], [-4.5781, 0.2376, 0.2178], [-5.3767, -0.4642, 1.0600], [-6.8093, -0.0239, 0.9702], [-4.9603, -1.3269, 1.7849], [2.1167, 2.0992, -0.4230], [3.0762, 1.6302, -1.1268], [2.9200, 0.1640, -1.2918], [2.0072, -0.1990, -0.0954], [1.4840, -1.7184, -0.1765], [1.6808, -2.3320, -1.3952], [1.0566, -2.4603, 0.9786], [1.0151, -3.9116, 0.7807], [-0.1620, -2.0375, 1.6693], [0.9344, 1.2193, 4.4912], [1.5160, -0.2202, 3.6451], [-0.1586, 0.3059, 3.4673], [1.1661, 2.5788, 2.6608], [2.2881, 1.3660, 2.0958], [-0.1561, 2.1492, 1.0166], [-0.3620, 2.0934, -1.2045], [0.5824, 0.9970, -2.1711], [-0.8228, -0.7203, -0.3955], [-1.1820, -0.4392, -2.0863], [-2.8942, 1.1133, -1.6114], [-2.2807, 1.4427, 0.0315], [-2.8877, -0.8483, 0.7218], [-3.5500, -1.1679, -0.8823], [-6.9272, 0.8566, 0.3464], [-7.1799, 0.1824, 1.9732], [-7.3906, -0.8521, 0.5643], [2.0315, 3.0801, -0.1845], [3.8941, 2.2370, -1.5547], [3.8885, -0.3316, -1.2796], [2.4405, -0.0528, -2.2479], [2.6625, -0.1234, 0.7798], [0.9576, -2.8894, -1.6961], [1.9795, -4.2750, 0.4317], [0.2316, -4.2252, 0.0763], [0.7922, -4.3934, 1.7341], [-1.0583, -2.3410, 1.1118], [-0.2214, -2.5096, 2.6527], [-0.1785, -0.9578, 1.7973], [3.5295, 3.3606, -4.6162], [4.3259, 2.2263, -4.2399], [4.9654, 2.5116, -2.9500], [5.3264, 1.9452, -5.2163], [3.4668, 1.0753, -4.0304]]
}


[4]
{
  "formula": "C14H29BF3NO8PS2",
  "method": "wB97M-V/def2-TZVPD",
  "homo_energy_ev": -10.519,
  "total_charge": 1,
  "energy_ha": -2669.31965,
  "orbital_gap_ha": 0.287,
  "species": ["O", "S", "O", "O", "C", "C", "C", "O", "C", "C", "F", "F", "F", "C", "O", "B", "O", "O", "P", "S", "O", "H", "H", "H", "H", "H", "H", "H", "H", "H", "H", "H", "C", "C", "C", "N", "C", "C", "C", "C", "C", "H", "H", "H", "H", "H", "H", "H", "H", "H", "H", "H", "H", "H", "H", "H", "H", "H", "H"],
  "positions_angstrom": [[4.2222, 1.2716, 0.9581], [4.7805, 0.1929, -0.0449], [5.9476, -0.6872, 0.4868], [3.5000, -0.8907, -0.4745], [2.6774, -0.2372, -1.5200], [1.7974, -1.4959, -2.0930], [0.2225, -1.1230, -2.4417], [0.0407, 0.2228, -3.0097], [-0.7199, 1.0080, -2.0027], [-1.2408, 2.4748, -2.6113], [-0.4720, 3.5863, -1.9966], [-1.1420, 2.4455, -4.1175], [-2.7193, 2.5783, -2.3308], [3.7507, 0.5361, -2.4881], [3.3873, 1.8156, -3.1249], [3.5956, 2.9670, -2.2251], [2.4890, 3.3715, -1.3258], [4.8454, 3.7917, -2.1683], [4.5305, -0.4152, -3.9790], [5.6028, -1.9692, -3.3743], [4.9782, 0.7866, -1.6620], [2.1632, 0.6225, -0.9149], [1.7394, -2.2907, -1.2039], [2.3103, -1.9959, -3.0195], [-0.1318, -1.9483, -3.2254], [-0.3916, -1.3177, -1.4494], [0.0396, 1.2450, -1.1178], [-1.6795, 0.4370, -1.6409], [2.8882, 3.3195, -0.4000], [4.6871, 4.4554, -1.4114], [3.5174, -0.8348, -4.9215], [5.5067, 0.4746, -4.6175], [-1.3519, 1.4313, 1.2968], [-0.9121, -0.0196, 1.3840], [-2.0056, -1.0884, 1.2917], [-3.1775, -0.9907, 2.2917], [-4.2857, -0.1081, 1.7150], [-3.7720, -2.3995, 2.5198], [-2.9131, -2.9883, 3.6160], [-2.6308, -1.8223, 4.5385], [-2.7861, -0.5528, 3.7114], [-1.9646, 1.7285, 2.1513], [-0.4721, 2.0862, 1.2953], [-1.9103, 1.6218, 0.3755], [-0.3162, -0.1672, 2.2912], [-0.2143, -0.2004, 0.5546], [-1.5272, -2.0656, 1.4444], [-2.4446, -1.1040, 0.2865], [-4.6202, -0.5530, 0.7736], [-3.9017, 0.8967, 1.5532], [-5.1162, -0.0762, 2.4283], [-4.8067, -2.2775, 2.8623], [-3.7522, -2.9599, 1.5800], [-1.9769, -3.3857, 3.2096], [-3.4169, -3.8092, 4.1349], [-1.6282, -1.8957, 4.9738], [-3.3410, -1.8077, 5.3736], [-1.8790, 0.0469, 3.7008], [-3.5991, 0.0635, 4.1136]]
}


What did the first record say?
{
  "formula": "C14H28O14S3",
  "method": "wB97M-V/def2-TZVPD",
  "homo_energy_ev": [-11.473, -11.473],
  "total_charge": 1,
  "multiplicity": 2,
  "energy_ha": -2797.57105,
  "orbital_gap_ha": [0.315, 0.090],
  "species": ["C", "C", "C", "O", "C", "H", "H", "H", "H", "H", "H", "H", "H", "C", "C", "C", "O", "C", "H", "H", "H", "H", "H", "H", "H", "H", "C", "C", "O", "S", "O", "O", "O", "H", "H", "H", "H", "C", "C", "O", "S", "O", "O", "O", "H", "H", "H", "H", "C", "C", "O", "S", "O", "O", "O", "H", "H", "H", "H"],
  "positions_angstrom": [[0.1922, -4.4319, -26.8272], [1.1062, -3.1750, -26.6022], [1.7984, -2.9006, -27.9081], [1.4596, -3.9764, -28.6884], [0.2856, -4.5721, -28.3336], [-0.8777, -4.4511, -26.6198], [0.7192, -5.2618, -26.3564], [1.8374, -3.2539, -25.7978], [0.5548, -2.2432, -26.4763], [2.8378, -3.0235, -27.6036], [1.7277, -1.8745, -28.2688], [0.3883, -5.5389, -28.8265], [-0.4960, -4.0878, -28.9190], [1.3064, 0.3810, -24.6731], [2.6492, -0.1964, -25.1120], [3.5749, 0.9622, -24.6208], [2.8917, 2.1709, -25.0488], [1.5262, 1.8988, -25.1472], [1.0754, 0.3382, -23.6087], [0.4579, 0.1252, -25.3077], [2.6646, -0.3454, -26.1917], [2.6546, -1.1021, -24.5056], [4.6210, 0.8166, -24.8905], [3.5825, 1.0380, -23.5335], [1.2445, 2.1231, -26.1760], [0.9600, 2.5543, -24.4855], [-2.1498, -6.5036, -19.9664], [-1.1501, -5.3360, -20.1285], [-1.5691, -4.2682, -19.2120], [-3.1418, -4.4637, -18.6089], [-4.0802, -3.4513, -19.1522], [-3.0981, -4.6202, -17.1572], [-3.3418, -5.8640, -19.5260], [-1.8984, -7.3978, -19.3961], [-2.3042, -6.9245, -20.9599], [-1.2828, -5.0398, -21.1691], [-0.1322, -5.6255, -19.8677], [-1.3803, 2.1542, -16.1010], [-0.6271, 2.6408, -17.3424], [-1.2534, 1.8692, -18.4055], [-1.9941, 0.4894, -17.8794], [-1.1521, -0.7266, -18.1031], [-3.3533, 0.5067, -18.3608], [-2.0058, 0.9240, -16.3065], [-2.0269, 3.0006, -15.8693], [-0.7813, 1.8866, -15.2306], [0.4191, 2.3872, -17.1714], [-0.6124, 3.6958, -17.6159], [-2.5076, -1.8924, -21.3564], [-1.3650, -0.8896, -21.4660], [-0.7300, -1.1634, -22.5945], [-1.5307, -2.2878, -23.6040], [-0.6918, -3.4600, -23.5640], [-1.9168, -1.8742, -24.9568], [-2.8128, -2.2250, -22.6214], [-3.2993, -1.4142, -20.7796], [-2.2108, -2.8541, -20.9379], [-0.6641, -0.8587, -20.6318], [-1.7451, 0.1289, -21.5439]]
}